Density functional theory data (wB97M-V/def2-TZVPD) for the molecule C3H4N2OS in a non-equilibrium geometry.

```
! RIJCOSX wB97M-V def2-TZVPD def2/J DEFGRID3
* xyz 0 1
C -0.485 0.221 0.401
C -1.900 0.529 0.283
C -3.051 0.828 0.121
H 2.491 -0.200 -0.875
H -0.147 1.219 -1.317
H 1.390 -0.890 2.417
H -4.072 1.070 0.002
N 0.325 0.601 -0.660
N -0.103 -0.321 1.509
O 1.268 -0.481 1.528
S 1.329 -0.548 -1.451
*
```

Values from the calculation:
HOMO-LUMO gap	9.67	eV
HOMO level	-8.97	eV
structure (SMILES)	C#C/C(=N/O)NS
energy relative to the best compared isomer or geometry (same formula, charge and spin)	102.6	kcal/mol
LUMO level	0.70	eV

Here are the Mulliken charges for atoms 1 to 6, given in e: number 1, C, carries 0.09; number 2, C, carries -0.61; number 3, C, carries 0.53; number 4, H, carries 0.14; number 5, H, carries 0.32; number 6, H, carries 0.37



Density functional theory data (wB97M-V/def2-TZVPD) for a cluster of 3 separate species, C3H14N2O2 in total in a non-equilibrium geometry.

```
! RIJCOSX wB97M-V def2-TZVPD def2/J DEFGRID3
* xyz 1 2
C 2.696 -0.239 -0.093
C 1.566 -0.145 -1.077
N 0.693 1.022 -0.877
C -0.702 0.895 -1.211
N -1.362 2.182 -1.338
H 2.323 -0.436 0.907
H 3.244 -1.138 -0.368
H 3.413 0.564 -0.052
H 0.915 -1.026 -1.091
H 1.930 -0.060 -2.109
H 0.785 1.343 0.094
H -0.719 0.451 -2.224
H -1.198 0.190 -0.555
H -0.677 2.870 -1.659
H -1.695 2.544 -0.449
H 2.156 -1.026 5.458
H 1.294 -0.648 6.650
O 1.782 -0.262 5.915
H -4.974 -1.823 -1.681
H -6.182 -2.728 -1.972
O -5.288 -2.532 -2.268
*
```

Values from the calculation:
HOMO-LUMO gap (spin up / spin down)	10.48 / 5.29	eV
expectation value of S²	0.7547
HOMO level (spin up / spin down)	-13.66 / -13.66	eV
energy relative to the best compared isomer or geometry (same formula, charge and spin)	17.1	kcal/mol
LUMO level (spin up / spin down)	-3.18 / -8.37	eV

Here are the Mulliken charges for atoms 1 to 6, given in e: number 1, C, carries -1.33; number 2, C, carries -0.21; number 3, N, carries -0.06; number 4, C, carries -0.44; number 5, N, carries -0.52; number 6, H, carries 0.43



Density functional theory data (wB97M-V/def2-TZVPD) for the molecule C2H6N4O in a non-equilibrium geometry.

```
! RIJCOSX wB97M-V def2-TZVPD def2/J DEFGRID3
* xyz 0 1
C 0.448 0.430 0.411
C -0.446 0.171 -0.839
H -1.020 -1.714 1.582
H 0.581 -2.540 1.455
H 0.932 -0.385 2.251
H -0.971 1.479 -2.260
H 0.641 1.691 -1.089
H -1.099 -1.746 -0.668
N 0.007 -1.760 1.078
N 0.539 -0.519 1.335
N -0.191 1.235 -1.562
N -1.145 -0.930 -1.189
O 0.807 1.677 0.458
*
```

Values from the calculation:
HOMO-LUMO gap	8.91	eV
HOMO level	-8.42	eV
structure (SMILES)	[H]/N=C(/N)C(=O)NN
energy relative to the best compared isomer or geometry (same formula, charge and spin)	86.0	kcal/mol
LUMO level	0.49	eV

Here are the Mulliken charges for atoms 1 to 6, given in e: number 1, C, carries 0.34; number 2, C, carries 0.47; number 3, H, carries 0.30; number 4, H, carries 0.25; number 5, H, carries 0.25; number 6, H, carries 0.30



Density functional theory data (wB97M-V/def2-TZVPD) for the molecule C34H40FN3O5S in a non-equilibrium geometry.

```
! RIJCOSX wB97M-V def2-TZVPD def2/J DEFGRID3
* xyz 0 1
C 2.938 5.170 -1.752
N 2.734 3.730 -1.736
C 3.780 2.850 -1.871
O 4.938 3.189 -2.138
C 3.206 1.449 -1.718
C 3.856 0.653 -0.578
C 5.309 0.343 -0.835
C 5.686 -0.451 -1.924
C 7.042 -0.683 -2.178
C 8.023 -0.123 -1.346
C 7.637 0.613 -0.211
C 6.278 0.831 0.052
N 1.793 1.716 -1.421
C 0.884 0.711 -1.357
C -0.304 0.716 -0.660
C -1.240 -0.421 -0.547
C -2.687 0.041 -0.493
C -3.580 -0.740 0.265
C -4.950 -0.467 0.253
C -5.455 0.594 -0.584
N -6.793 0.908 -0.677
C -7.828 -0.118 -0.447
C -7.301 2.195 -1.172
C -4.537 1.443 -1.255
C -3.184 1.134 -1.282
C 1.502 3.123 -1.251
C 1.328 3.495 0.230
C 0.273 3.601 -2.023
H 4.003 5.425 -1.735
H 2.511 5.620 -2.659
H 2.481 5.688 -0.896
H 3.242 0.962 -2.715
H 3.733 1.205 0.384
H 3.297 -0.291 -0.466
H 4.918 -0.867 -2.576
H 7.338 -1.275 -3.044
H 9.090 -0.241 -1.571
H 8.386 1.058 0.458
H 5.954 1.417 0.926
H 1.217 -0.177 -1.920
H -0.543 1.609 -0.091
H -1.124 -1.199 -1.441
H -3.122 -1.502 0.912
H -5.628 -1.063 0.894
H -7.318 -1.117 -0.572
H -8.334 -0.014 0.577
H -8.620 -0.003 -1.206
H -6.817 2.481 -2.112
H -8.372 2.084 -1.385
H -7.221 3.033 -0.452
H -4.949 2.298 -1.779
H -2.506 1.723 -1.935
H 2.297 3.385 0.753
H 1.005 4.542 0.298
H 0.577 2.851 0.691
H 0.444 3.483 -3.102
H -0.593 2.999 -1.722
H 0.078 4.651 -1.778
C 2.365 -1.126 3.773
C 2.401 -0.832 2.303
O 1.018 -0.762 1.845
C 0.809 -1.468 0.711
C -0.690 -1.797 0.602
F -0.816 -2.970 -0.211
S -1.038 -2.656 2.346
C -2.005 -4.217 2.234
C -3.190 -4.238 2.962
C -3.935 -5.418 2.976
C -3.513 -6.545 2.276
C -2.343 -6.477 1.522
C -1.576 -5.312 1.478
O 0.225 -3.229 2.839
O -1.780 -1.595 3.026
O 1.661 -1.845 -0.117
H 3.370 -1.185 4.225
H 1.885 -0.287 4.303
H 1.798 -2.074 3.906
H 2.766 0.171 2.090
H 2.987 -1.566 1.725
H -3.521 -3.341 3.488
H -4.849 -5.426 3.558
H -4.104 -7.471 2.274
H -2.013 -7.330 0.944
H -0.685 -5.270 0.849
*
```

Values from the calculation:
HOMO-LUMO gap	7.76	eV
HOMO level	-7.44	eV
structure (SMILES)	CCOC(=O)[C@](F)([C@H](/C=C/N1[C@H](Cc2ccccc2)C(=O)N(C)C1(C)C)c1ccc(N(C)C)cc1)S(=O)(=O)c1ccccc1
LUMO level	0.32	eV

Here are the Mulliken charges for atoms 1 to 6, given in e: number 1, C, carries -0.99; number 2, N, carries 0.27; number 3, C, carries 0.02; number 4, O, carries -0.72; number 5, C, carries 0.03; number 6, C, carries 0.22



Density functional theory data (wB97M-V/def2-TZVPD) for a structure of composition C13H17IN2Zn in a non-equilibrium geometry.

```
! RIJCOSX wB97M-V def2-TZVPD def2/J DEFGRID3
* xyz 0 1
C -0.940 -3.039 -0.460
C 1.854 -2.698 -0.656
H -1.178 -3.511 0.500
H -0.318 -3.689 -1.081
H -1.865 -2.751 -0.976
H 2.838 -2.223 -0.552
H 1.838 -3.686 -0.184
H 1.598 -2.788 -1.725
Zn 0.245 -1.275 -0.268
C -0.114 -1.024 -2.227
H 0.793 -0.654 -2.708
H -0.874 -0.240 -2.240
H -0.478 -1.951 -2.669
I 1.056 -2.142 2.018
C -3.475 0.498 1.353
C -3.108 1.818 1.626
C -1.814 2.266 1.353
C -0.922 1.366 0.750
N -1.297 0.092 0.500
C -2.515 -0.362 0.807
C 0.461 1.705 0.414
C 1.040 2.952 0.679
C 2.374 3.149 0.324
C 3.118 2.103 -0.244
C 2.490 0.865 -0.423
N 1.199 0.704 -0.122
H -4.471 0.123 1.563
H -3.815 2.518 2.070
H -1.455 3.259 1.597
H -2.718 -1.426 0.627
H 0.432 3.709 1.173
H 2.824 4.117 0.501
H 4.155 2.222 -0.521
H 3.042 -0.009 -0.801
*
```

Values from the calculation:
HOMO-LUMO gap (spin up / spin down)	6.14 / 6.46	eV
HOMO level (spin up / spin down)	-6.83 / -7.10	eV
energy relative to the best compared isomer or geometry (same formula, charge and spin)	65.5	kcal/mol
LUMO level (spin up / spin down)	-0.70 / -0.64	eV

Here are the Mulliken charges for atoms 1 to 6, given in e: number 1, C, carries -1.38; number 2, C, carries -1.34; number 3, H, carries 0.35; number 4, H, carries 0.43; number 5, H, carries 0.36; number 6, H, carries 0.39



Density functional theory data (wB97M-V/def2-TZVPD) for a cluster of 2 separate species, C5H11O2 in total in a non-equilibrium geometry.

```
! RIJCOSX wB97M-V def2-TZVPD def2/J DEFGRID3
* xyz -1 1
C -0.292 -2.004 -1.234
C 0.104 -0.848 -2.184
O 1.270 -0.454 -2.161
O -0.774 -0.413 -2.895
H -1.061 -1.560 -0.577
H 0.655 -2.492 -0.774
H -0.859 -2.832 -1.642
C -0.057 1.575 1.316
C 1.268 1.227 0.719
C -1.027 0.382 1.205
H 0.138 1.708 2.436
H -0.517 2.522 0.977
H 1.582 0.119 0.721
H 2.207 1.611 1.243
H -2.074 0.609 0.681
H -0.838 -0.495 0.441
H 1.542 1.674 -0.301
H -1.267 -0.328 2.026
*
```

Values from the calculation:
HOMO-LUMO gap	7.69	eV
HOMO level	-3.72	eV
energy relative to the best compared isomer or geometry (same formula, charge and spin)	46.0	kcal/mol
LUMO level	3.97	eV

Here are the Mulliken charges for atoms 1 to 6, given in e: number 1, C, carries -0.93; number 2, C, carries 0.64; number 3, O, carries -0.71; number 4, O, carries -0.71; number 5, H, carries 0.37; number 6, H, carries 0.21



Density functional theory data (wB97M-V/def2-TZVPD) for a cluster of 7 separate species, C47H103N5O7 in total in a non-equilibrium geometry.

```
! RIJCOSX wB97M-V def2-TZVPD def2/J DEFGRID3
* xyz 0 1
C 3.110 0.825 -3.034
O 4.356 1.436 -3.002
H 2.332 1.097 -3.747
H 3.287 -0.197 -3.371
H 2.722 0.800 -2.016
H 4.652 1.452 -3.916
C -0.167 0.445 0.061
O 0.182 -0.272 1.319
H -0.693 1.366 0.314
H 0.698 0.625 -0.576
H -0.891 -0.110 -0.537
H 0.844 0.205 1.826
C -1.184 -6.578 2.414
C 0.121 -5.824 2.903
C 0.428 -4.807 1.807
C 1.400 -3.582 2.148
C 0.983 -3.001 3.500
C 0.788 -4.010 4.706
N -0.117 -5.129 4.199
O -0.292 -6.044 5.180
C 2.159 -4.566 5.198
C 0.029 -3.319 5.907
C 1.370 -6.797 2.948
H -2.105 -6.011 2.281
H -1.450 -7.315 3.171
H -0.974 -7.150 1.510
H 0.677 -5.303 0.869
H -0.509 -4.332 1.517
H 1.529 -2.820 1.380
H 2.354 -4.107 2.201
H 0.068 -2.437 3.321
H 1.717 -2.283 3.867
H 1.982 -5.296 5.988
H 2.732 -4.990 4.374
H 2.771 -3.738 5.557
H 0.473 -2.386 6.255
H -1.028 -3.177 5.685
H 0.192 -3.857 6.841
H 1.556 -7.313 3.890
H 2.317 -6.325 2.688
H 1.303 -7.631 2.250
H 0.536 -6.527 5.140
C -1.658 3.922 0.441
C -2.341 3.942 1.883
C -1.144 4.113 2.969
C -0.801 5.592 3.138
C -2.098 6.357 3.450
C -3.067 6.365 2.257
N -3.407 4.948 1.954
O -4.328 4.788 0.988
C -4.346 6.992 2.862
C -2.521 7.270 1.080
C -2.934 2.580 2.150
H -1.545 4.891 -0.045
H -2.219 3.356 -0.303
H -0.664 3.488 0.549
H -1.221 3.515 3.877
H -0.235 3.700 2.533
H -0.329 5.996 2.242
H -0.087 5.690 3.956
H -1.873 7.397 3.687
H -2.530 5.913 4.346
H -4.807 6.383 3.640
H -4.103 7.975 3.264
H -5.036 7.174 2.038
H -1.668 6.856 0.544
H -3.309 7.378 0.334
H -2.186 8.256 1.402
H -3.476 2.142 1.312
H -3.576 2.589 3.031
H -2.214 1.784 2.337
H -5.128 4.589 1.479
C -0.829 1.038 -4.777
C -1.029 2.571 -4.666
C 0.226 3.294 -5.176
C 0.395 3.189 -6.699
C -0.756 3.722 -7.407
C -2.124 3.252 -6.885
N -2.199 3.175 -5.425
O -3.497 2.838 -4.905
C -3.130 4.307 -7.445
C -2.571 1.924 -7.425
C -1.128 2.968 -3.127
H -0.019 0.703 -4.129
H -0.606 0.664 -5.776
H -1.744 0.504 -4.521
H 0.262 4.348 -4.899
H 1.071 2.840 -4.657
H 0.528 2.194 -7.122
H 1.265 3.788 -6.969
H -0.674 3.526 -8.476
H -0.650 4.806 -7.374
H -4.048 4.251 -6.859
H -2.799 5.331 -7.270
H -3.270 4.142 -8.514
H -3.593 1.662 -7.151
H -2.539 2.039 -8.508
H -1.847 1.157 -7.149
H -0.749 2.224 -2.426
H -2.170 2.992 -2.810
H -0.733 3.954 -2.884
H -3.791 3.691 -4.577
C 4.639 1.776 3.281
C 3.706 0.542 3.313
C 4.169 -0.518 4.365
C 3.835 -0.106 5.807
C 2.350 0.244 5.943
C 1.766 1.128 4.837
N 2.276 0.854 3.518
O 1.883 1.731 2.580
C 0.233 0.837 4.860
C 1.961 2.598 5.297
C 3.850 -0.175 1.959
H 4.580 2.356 2.360
H 5.689 1.493 3.361
H 4.546 2.564 4.028
H 3.695 -1.473 4.140
H 5.252 -0.570 4.253
H 4.370 0.805 6.073
H 4.226 -0.905 6.437
H 2.266 0.644 6.953
H 1.815 -0.704 5.979
H -0.470 1.420 4.264
H 0.056 -0.130 4.389
H -0.170 0.789 5.871
H 2.918 3.054 5.043
H 1.211 3.286 4.904
H 1.714 2.706 6.353
H 3.180 -1.024 1.821
H 4.790 -0.694 1.771
H 3.590 0.493 1.138
H 2.491 2.465 2.695
C -2.578 -3.403 -2.553
C -1.142 -3.929 -2.706
C -1.167 -5.452 -2.355
C 0.087 -6.270 -2.857
C 0.371 -5.859 -4.307
C 0.416 -4.374 -4.706
N -0.790 -3.735 -4.131
O -1.074 -2.434 -4.577
C 1.775 -3.741 -4.286
C 0.283 -4.303 -6.238
C -0.297 -3.223 -1.632
H -2.561 -2.332 -2.355
H -3.046 -3.839 -1.671
H -3.205 -3.645 -3.411
H -1.228 -5.688 -1.292
H -2.059 -5.958 -2.723
H 0.020 -7.327 -2.600
H 0.968 -5.971 -2.289
H -0.268 -6.483 -4.932
H 1.388 -6.222 -4.456
H 1.997 -3.873 -3.226
H 2.662 -4.061 -4.834
H 1.764 -2.659 -4.414
H -0.699 -4.639 -6.569
H 0.364 -3.303 -6.664
H 1.073 -4.849 -6.754
H -0.113 -2.254 -2.095
H 0.657 -3.737 -1.509
H -0.866 -3.282 -0.704
H -1.802 -2.692 -5.147
*
```

Values from the calculation:
HOMO-LUMO gap	8.56	eV
HOMO level	-8.06	eV
structure (SMILES)	CC1(C)CCCC(C)(C)N1O.CC1(C)CCCC(C)(C)N1O.CC1(C)CCCC(C)(C)N1O.CC1(C)CCCC(C)(C)N1O.CC1(C)CCCC(C)(C)N1O.CO.CO
energy relative to the best compared isomer or geometry (same formula, charge and spin)	78.9	kcal/mol
LUMO level	0.50	eV

Here are the Mulliken charges for atoms 1 to 6, given in e: number 1, C, carries 0.14; number 2, O, carries -0.54; number 3, H, carries -0.05; number 4, H, carries 0.32; number 5, H, carries -0.12; number 6, H, carries 0.31



Density functional theory data (wB97M-V/def2-TZVPD) for the molecule C9H12N3P in a non-equilibrium geometry.

```
! RIJCOSX wB97M-V def2-TZVPD def2/J DEFGRID3
* xyz 0 1
C 1.323 -0.434 -0.357
C -0.936 0.187 -0.260
C 0.960 -1.716 -0.241
C -3.408 -0.457 0.285
C -2.524 -1.494 0.235
C -1.883 1.123 -0.104
C 1.978 -2.788 -0.212
C -1.643 2.522 -0.361
C 2.556 1.925 0.690
N -0.298 -2.095 -0.020
N -3.191 0.753 -0.057
N -1.214 -1.172 -0.002
P 2.418 0.880 -0.856
H -4.492 -0.728 0.454
H -2.867 -2.555 0.209
H 1.565 -3.743 0.216
H 2.472 -3.032 -1.217
H 2.825 -2.478 0.451
H -1.449 3.013 0.649
H -2.608 3.022 -0.604
H -0.941 2.639 -1.183
H 3.417 2.592 0.582
H 2.719 1.323 1.664
H 1.677 2.699 0.792
H 3.545 0.016 -0.754
*
```

Values from the calculation:
HOMO-LUMO gap (spin up / spin down)	7.45 / 7.45	eV
HOMO level (spin up / spin down)	-7.53 / -7.53	eV
energy relative to the best compared isomer or geometry (same formula, charge and spin)	29.9	kcal/mol
LUMO level (spin up / spin down)	-0.08 / -0.09	eV

Here are the Mulliken charges for atoms 1 to 6, given in e: number 1, C, carries -0.52; number 2, C, carries 0.04; number 3, C, carries 1.12; number 4, C, carries -0.18; number 5, C, carries -0.07; number 6, C, carries 0.44